No. 1
# C22H63N5O7

A 7-piece molecular cluster, C22H63N5O7 overall (ωB97M-V with the def2-TZVPD basis set, the Open Molecules 2025 dataset).

Last column: Löwdin charge in e.
Geometry (Å):
C 2.43494 -2.01078 0.74391  -0.159
O 2.35482 -3.32260 1.21306  -0.129
H 3.33043 -1.81211 0.15508  0.080
H 1.58227 -1.89047 0.07565  0.070
H 2.29818 -1.36159 1.60875  0.079
H 1.61898 -3.37505 1.82738  0.011
C -0.78030 0.02385 1.05320  -0.139
O -2.15056 -0.13250 0.80916  -0.159
H -0.69768 0.93943 1.63886  0.078
H -0.45077 -0.87058 1.58187  0.056
H -0.23317 0.08770 0.11264  0.070
H -2.54205 0.56248 0.27499  0.015
C 0.34894 1.03530 -2.89868  -0.060
C -0.40265 1.26531 -4.25518  -0.408
C -0.23217 2.74153 -4.76366  -0.181
O 1.13629 2.98933 -5.15352  -0.184
C 1.44938 4.41631 -5.00286  -0.077
N 0.20148 0.33639 -5.18252  0.036
H 1.39161 1.35134 -2.86617  0.076
H 0.41126 -0.01934 -2.63045  0.066
H -0.15724 1.65788 -2.16093  0.044
H -1.47724 1.11669 -4.14902  0.103
H -0.61392 3.42953 -4.00933  0.107
H -0.92778 2.86306 -5.59400  0.121
H 0.91443 5.10979 -5.65173  0.085
H 2.49082 4.64889 -5.22516  0.083
H 1.27760 4.75974 -3.98274  0.068
H 0.99419 0.80147 -5.60135  0.068
H 0.42299 -0.53494 -4.72230  0.065
C 1.98076 -6.00415 4.69095  0.006
C 1.92230 -4.52314 5.04091  -0.308
C 0.58588 -3.87754 4.49174  -0.143
O 0.52188 -4.10475 3.11096  -0.231
C -0.73633 -3.77616 2.53744  -0.051
N 2.04920 -4.55399 6.44043  0.324
H 1.84379 -6.06364 3.61123  0.125
H 1.33014 -6.69340 5.22924  0.110
H 2.96968 -6.43173 4.85621  0.106
H 2.84356 -4.17011 4.57751  0.180
H 0.51276 -2.80368 4.66373  0.145
H -0.18713 -4.41846 5.03760  0.136
H -0.53436 -3.72952 1.46733  0.105
H -1.04294 -2.78441 2.86990  0.088
H -1.51204 -4.47499 2.85051  0.105
H 2.78554 -5.18343 6.72627  0.153
H 1.24183 -4.84540 6.97272  0.162
C 6.97646 1.20490 1.76920  -0.045
C 5.53338 0.87032 1.31744  -0.443
C 4.60011 2.15396 1.26536  -0.189
O 3.22897 1.83506 1.00379  -0.221
C 2.34661 2.96777 0.79331  -0.089
N 5.57123 0.24263 0.04494  0.026
H 7.48231 1.85092 1.05165  0.082
H 7.48015 0.24573 1.88908  0.077
H 7.01518 1.63989 2.76789  0.073
H 4.90426 0.15180 1.84285  0.122
H 4.97980 2.70890 0.40747  0.117
H 4.63463 2.80964 2.13542  0.118
H 2.65277 3.38914 -0.16420  0.090
H 2.25993 3.64444 1.64343  0.087
H 1.31824 2.64362 0.63369  0.060
H 4.71732 0.49999 -0.42910  0.066
H 6.32214 0.69154 -0.45976  0.069
C -5.30214 -1.76031 0.46001  -0.082
C -4.51002 -2.53692 -0.50291  -0.420
C -4.09117 -1.73301 -1.73771  -0.206
O -3.15356 -2.42270 -2.53258  -0.207
C -2.98495 -1.88070 -3.86276  -0.070
N -3.28773 -2.96697 0.18631  0.046
H -5.73008 -2.36812 1.25722  0.082
H -6.20346 -1.34814 0.00632  0.080
H -4.89195 -0.89610 0.98249  0.071
H -5.01278 -3.44527 -0.83494  0.143
H -3.57172 -0.81063 -1.47792  0.102
H -4.92153 -1.55739 -2.42164  0.123
H -2.56565 -0.87490 -3.88825  0.062
H -3.92432 -1.85630 -4.41510  0.086
H -2.29099 -2.51406 -4.41537  0.090
H -2.66170 -3.15726 -0.58309  0.054
H -2.80903 -2.16620 0.57326  0.032
C -4.44831 2.45203 0.45236  -0.045
C -3.48458 2.94850 -0.63572  -0.442
C -2.36138 3.82498 -0.09025  -0.213
O -1.46955 4.20710 -1.09972  -0.179
C -0.41927 5.04247 -0.61214  -0.084
N -3.05920 1.78657 -1.34364  0.060
H -5.02993 3.23733 0.93518  0.082
H -3.85502 2.00230 1.24851  0.072
H -5.14737 1.70508 0.07621  0.078
H -4.03362 3.61167 -1.30420  0.139
H -1.82633 3.33052 0.72051  0.123
H -2.92359 4.65992 0.32795  0.133
H 0.26585 5.21802 -1.44153  0.083
H 0.11707 4.72613 0.28250  0.072
H -0.83780 6.01630 -0.35798  0.090
H -2.30440 2.04011 -1.96501  0.059
H -3.86045 1.56795 -1.91837  0.094

<S²>: 0.754
total charge: +1
maximum force: 0.057 hartree/bohr
E_HOMO (spin up / spin down): -10.218 / -10.218 eV
LUMO level (spin up / spin down): -3.1600 / -8.3250 eV
gap between HOMO and LUMO (spin up / spin down): 7.06 / 1.89 eV
energy: -45604.761 eV
energy above the lowest of the compared OMol25 structures with the same formula, charge and spin: 0.0 kJ/mol
multiplicity: 2

No. 2
# C22H63NO14P2

A 10-piece molecular cluster, C22H63NO14P2 overall (ωB97M-V with the def2-TZVPD basis set, the Open Molecules 2025 dataset).

Last column: Löwdin charge in e.
Geometry (Å):
N 3.29004 3.89605 -0.37281  -0.151
P 2.51483 2.63958 0.08666  0.487
O 2.57768 1.43569 -0.98208  -0.125
O 3.17415 2.01970 1.40062  -0.111
C 0.79564 3.14602 0.46787  -0.313
C 0.09035 1.92113 1.08385  -0.192
O -0.66904 1.25586 0.06943  -0.007
C -0.78466 2.05651 -1.01942  -0.534
O -1.35949 1.70834 -2.02506  0.117
C -0.15267 3.39691 -0.71261  -0.253
P -1.60877 4.30265 0.05236  0.770
O -1.92006 5.59137 -0.58877  -0.410
H 3.68636 3.78035 -1.29587  -0.026
H 2.02502 1.63709 -1.74597  0.077
H 2.84512 2.45553 2.19879  0.076
H 0.90940 4.03440 1.07995  0.114
H -0.56692 2.18163 1.90046  0.107
H 0.79287 1.21014 1.48125  0.094
H 0.18916 3.98076 -1.55598  0.116
H -2.73406 3.44813 0.02139  0.043
H -1.26640 4.47161 1.41383  0.035
C 0.88378 -0.02999 5.68150  -0.067
C -0.08223 0.86458 4.92869  -0.297
O 0.19215 0.82851 3.53257  -0.117
H 1.91207 0.27406 5.48489  0.081
H 0.70345 0.01361 6.75650  0.078
H 0.78232 -1.06698 5.35228  0.073
H 0.02775 1.90422 5.23843  0.094
H -1.11388 0.55845 5.12883  0.105
H 0.09176 -0.08893 3.24745  0.087
C -0.09227 3.55701 -6.11625  -0.088
C 0.70985 3.04559 -4.93473  -0.306
O 0.16918 3.51061 -3.69952  -0.104
H -0.10897 4.64687 -6.11932  0.078
H 0.33269 3.20903 -7.05888  0.074
H -1.12841 3.21612 -6.05555  0.074
H 1.73742 3.40217 -4.98562  0.113
H 0.72500 1.94944 -4.92771  0.108
H -0.73720 3.18829 -3.63540  0.067
C 0.71370 -1.14602 -1.24703  -0.083
C 0.77025 -2.65517 -1.17813  -0.289
O -0.04609 -3.07541 -0.08857  -0.101
H 1.07286 -0.71831 -0.31194  0.070
H 1.31963 -0.75443 -2.06655  0.074
H -0.31638 -0.81163 -1.38587  0.069
H 1.78743 -3.00079 -0.99968  0.117
H 0.41145 -3.11879 -2.10404  0.109
H -0.94106 -2.76741 -0.26534  0.058
C -3.78697 0.18011 2.01157  -0.070
C -2.85401 -0.86456 2.59405  -0.294
O -2.05094 -1.46520 1.57973  -0.083
H -4.43439 -0.26804 1.25782  0.080
H -4.40916 0.62821 2.78798  0.078
H -3.21643 0.97296 1.52028  0.057
H -3.41850 -1.66616 3.06670  0.118
H -2.20186 -0.41509 3.34905  0.084
H -1.53487 -0.76960 1.15424  0.057
C 1.01867 -5.70757 2.40969  -0.086
C 0.69350 -4.86866 3.62998  -0.319
O 0.73001 -3.48009 3.31351  -0.097
H 2.00464 -5.44955 2.02224  0.077
H 1.00186 -6.77367 2.64438  0.073
H 0.29671 -5.51269 1.61374  0.059
H 1.42143 -5.03885 4.42229  0.109
H -0.30034 -5.12274 4.01563  0.108
H 0.08089 -3.32803 2.61532  0.057
C 1.52129 4.76257 6.75980  -0.089
C 2.07392 5.06478 5.37988  -0.307
O 2.13400 3.88347 4.57762  -0.093
H 2.13871 4.01670 7.26102  0.077
H 1.48895 5.66254 7.37460  0.075
H 0.50961 4.35400 6.69039  0.069
H 3.08800 5.45226 5.44886  0.114
H 1.45353 5.81087 4.87365  0.110
H 1.23670 3.54575 4.50575  0.049
C -1.72596 -5.97272 -1.13677  -0.083
C -3.00759 -5.65795 -1.88255  -0.319
O -3.78782 -4.71399 -1.15365  -0.084
H -1.94683 -6.37194 -0.14580  0.078
H -1.11627 -6.70084 -1.67564  0.077
H -1.13194 -5.06917 -0.99098  0.047
H -3.61033 -6.55606 -2.01285  0.112
H -2.78183 -5.24811 -2.87299  0.095
H -3.25391 -3.92066 -1.05197  0.063
C 4.57813 -0.35916 -4.55385  -0.092
C 5.18207 1.03173 -4.63111  -0.320
O 4.67646 1.87476 -3.60007  -0.096
H 3.49130 -0.30566 -4.63326  0.067
H 4.95727 -0.99786 -5.35301  0.073
H 4.81112 -0.82801 -3.59498  0.073
H 4.93176 1.50481 -5.57930  0.110
H 6.27269 0.97914 -4.54919  0.109
H 4.89911 1.47219 -2.75491  0.071
C -4.84663 -3.09629 -4.35460  -0.084
C -4.08277 -2.08542 -3.52133  -0.311
O -2.69538 -2.42952 -3.45499  -0.097
H -4.74008 -4.09343 -3.92770  0.064
H -5.90720 -2.84590 -4.40185  0.077
H -4.45253 -3.13251 -5.37362  0.074
H -4.46558 -2.06725 -2.50260  0.106
H -4.18009 -1.08068 -3.94517  0.108
H -2.35688 -2.43731 -4.35395  0.079

total charge: 0
maximum force: 0.064 hartree/bohr
E_HOMO: -8.732 eV
SMILES string: N=P(O)(O)[C@@H]1COC(=O)[C@H]1[PH2]=O.CCO.CCO.CCO.CCO.CCO.CCO.CCO.CCO.CCO
LUMO level: 0.2182 eV
gap between HOMO and LUMO: 8.95 eV
energy: -72567.700 eV
energy above the lowest of the compared OMol25 structures with the same formula, charge and spin: 0.0 kJ/mol